No. 1
F2H2Si | wB97M-V/def2-TZVPD

Results
LUMO level, eV: 1.000
Kohn-Sham gap, hartree: 0.4655
SMILES string: F[SiH2]F
ΔE to the lowest compared entry with this formula, charge and spin, kJ/mol: 24.4

```
5
Properties=species:S:1:pos:R:3:forces:R:3:lowdin_charge:R:1
F -1.056186 0.990630 0.781361 0.30 0.05 0.24 -0.16
F -0.346726 -1.439681 0.356545 -0.61 -1.02 0.38 -0.17
Si -0.023965 0.052036 0.033397 2.23 0.42 -1.17 0.41
H 1.508877 0.112779 0.236757 -1.30 0.46 0.67 -0.03
H -0.082000 0.284236 -1.408060 -0.63 0.09 -0.13 -0.05
```
Forces are in eV/Å.

***

No. 2
F2HNOS | wB97M-V/def2-TZVPD

Results
LUMO level (alpha / beta), eV: -3.177 / -3.179
Kohn-Sham gap (alpha / beta), hartree: 0.2937 / 0.2937
ΔE to the lowest compared entry with this formula, charge and spin, kJ/mol: 458.9

```
6
Properties=species:S:1:pos:R:3:forces:R:3:lowdin_charge:R:1
N -0.435776 0.155155 -0.442301 -0.60 -0.15 -0.30 -0.25
O -2.149478 0.031731 0.530710 5.10 5.66 1.70 -0.01
F 1.989694 -0.997960 -0.057108 -0.10 0.14 0.33 -0.31
F 1.897979 1.345682 0.397291 -0.89 -1.60 -1.03 -0.36
S 1.094222 0.202915 -0.606118 -2.24 1.32 1.98 1.00
H -2.396639 -0.737521 0.177525 -1.27 -5.37 -2.68 -0.07
```
Forces are in eV/Å.

***

No. 3
F2HPS2 | wB97M-V/def2-TZVPD

Results
LUMO level (alpha / beta), eV: -3.374 / -2.754
Kohn-Sham gap (alpha / beta), hartree: 0.2577 / 0.2645
ΔE to the lowest compared entry with this formula, charge and spin, kJ/mol: 272.0

```
6
Properties=species:S:1:pos:R:3:forces:R:3:lowdin_charge:R:1
F 1.069019 -0.131853 1.191712 -0.58 0.83 -1.02 -0.31
F 1.536427 -0.665105 -1.034656 -0.89 0.90 0.20 -0.31
P 0.764356 0.527951 -0.262278 1.78 -1.32 0.74 0.33
S 1.738413 2.210276 -0.528480 -0.61 -0.53 0.12 0.29
S -2.613175 -0.452536 -0.125215 0.30 -0.36 0.35 0.28
H -2.495040 -1.488731 0.758916 0.01 0.47 -0.39 -0.28
```
Forces are in eV/Å.

***

No. 4
F2HgP | wB97M-V/def2-TZVPD

Results
LUMO level (alpha / beta), eV: -8.578 / -8.703
Kohn-Sham gap (alpha / beta), hartree: 0.2479 / 0.2431
Charge: +1

```
4
Properties=species:S:1:pos:R:3:forces:R:3:lowdin_charge:R:1
F -1.854532 -0.113082 -0.713089 0.99 -0.57 1.97 -0.41
P -1.199339 -0.511655 0.700926 -0.73 0.08 -2.07 0.96
F 1.772837 1.165993 0.041807 2.65 6.77 0.08 -0.62
Hg 1.281034 -0.541256 -0.029644 -2.91 -6.28 0.01 1.07
```
Forces are in eV/Å.

***

No. 5
F2KNO4S2 | wB97M-V/def2-TZVPD

Results
LUMO level, eV: -2.689
Kohn-Sham gap, hartree: 0.2285
ΔE to the lowest compared entry with this formula, charge and spin, kJ/mol: 278.6

```
10
Properties=species:S:1:pos:R:3:forces:R:3:lowdin_charge:R:1
K -0.538970 8.048331 -5.612480 -0.24 -0.01 -0.24 0.99
N -4.107709 6.866135 -9.672063 -0.59 -3.31 1.96 -0.30
S -4.572226 8.176788 -10.228638 -0.16 6.12 -5.56 0.42
O -4.051663 9.344169 -9.595107 0.48 -0.17 1.08 -0.30
O -5.864314 8.325079 -10.861889 0.40 -0.46 1.67 -0.29
F -3.715975 8.117718 -11.604322 0.73 0.19 0.17 -0.23
S -5.495899 6.078933 -9.656992 -3.84 -3.11 2.95 0.53
O -6.022074 5.625766 -10.891978 0.75 -0.27 -0.48 -0.26
O -6.472308 6.610837 -8.703758 1.91 -0.53 -0.94 -0.32
F -5.076699 4.650502 -8.916154 0.56 1.55 -0.62 -0.24
```
Forces are in eV/Å.

***

No. 6
F2Li3Pd | wB97M-V/def2-TZVPD

Results
Expectation value of S²: 2.01
LUMO level (alpha / beta), eV: -14.675 / -16.179
Kohn-Sham gap (alpha / beta), hartree: 0.3534 / 0.2345
Charge: +3
2S+1: 3

```
6
Properties=species:S:1:pos:R:3:forces:R:3:lowdin_spin:R:1
Li 1.105393 0.656673 -0.011047 -3.18 11.45 -12.23 0.00
Li 0.954894 -0.106239 -2.483171 1.18 -0.37 -1.02 0.00
Li -2.344150 -0.387386 -2.416597 -1.49 -0.18 -0.13 0.00
Pd -0.079476 -0.380248 3.139302 0.26 0.38 -1.71 1.32
F -0.963302 0.275685 0.857595 0.12 -0.17 0.65 0.58
F 1.326639 -0.058488 0.913918 3.11 -11.12 14.44 0.10
```
Forces are in eV/Å.

***

No. 7
F2NO2S | wB97M-V/def2-TZVPD

Results
LUMO level (alpha / beta), eV: 2.952 / 2.950
Kohn-Sham gap (alpha / beta), hartree: 0.3184 / 0.3181
Charge: -1
ΔE to the lowest compared entry with this formula, charge and spin, kJ/mol: 274.3

```
6
Properties=species:S:1:pos:R:3:forces:R:3:lowdin_charge:R:1
N -0.571379 -0.013537 -0.257442 -1.01 0.79 -2.26 -0.09
O -0.101334 0.575661 1.633749 1.03 -1.22 -1.42 -0.48
O 1.834013 0.897942 0.143875 -0.09 -0.30 -0.41 -0.49
F -0.386902 -0.697295 -2.285604 0.09 0.47 1.73 -0.55
F -1.405113 -1.006419 0.028037 0.27 -0.45 0.28 -0.08
S 0.924669 -0.105268 0.665651 -0.29 0.70 2.08 0.70
```
Forces are in eV/Å.

***

No. 8
F2NO4RbS2 | wB97M-V/def2-TZVPD

Results
LUMO level, eV: -0.608
Kohn-Sham gap, hartree: 0.3692
ΔE to the lowest compared entry with this formula, charge and spin, kJ/mol: 288.2

```
10
Properties=species:S:1:pos:R:3:forces:R:3:lowdin_charge:R:1
Rb 2.535520 0.122170 -0.906183 6.09 -0.39 -4.07 1.32
N -0.921010 -0.293520 -0.825163 2.36 4.00 1.75 -0.20
S -0.207530 -1.156270 0.243587 2.23 -6.94 0.85 0.43
O -0.581480 -1.032670 1.610437 0.33 0.72 0.08 -0.24
O 1.275380 -1.456100 0.029097 -5.71 -1.43 1.44 -0.65
F -0.966300 -2.474840 -0.196823 0.70 -0.30 -0.10 -0.17
S -0.330360 1.144500 0.001297 -4.12 4.44 1.37 0.56
O 1.108250 1.347630 0.151097 -4.33 1.60 1.90 -0.63
O -1.213030 1.699840 1.040877 2.15 -2.14 -1.67 -0.26
F -0.699440 2.099260 -1.148223 0.29 0.43 -1.57 -0.15
```
Forces are in eV/Å.

***

No. 9
F3H10O5Pb | wB97M-V/def2-TZVPD

Results
LUMO level, eV: 2.240
Kohn-Sham gap, hartree: 0.2067
Charge: -1
ΔE to the lowest compared entry with this formula, charge and spin, kJ/mol: 87.6

```
19
Properties=species:S:1:pos:R:3:forces:R:3:lowdin_charge:R:1
Pb -0.474086 -0.054209 0.435023 -2.62 -1.05 5.57 1.47
F -1.667383 1.419756 2.142576 1.10 0.16 -1.29 -0.72
F 0.047122 -1.563425 2.308595 0.72 0.60 -1.25 -0.71
F -2.821748 -1.122335 1.411235 0.66 0.18 -1.43 -0.76
O -0.765521 -2.064052 -1.263700 0.21 -0.49 -0.83 -0.14
H -0.456774 -2.977694 -1.240101 -0.18 0.02 0.30 0.06
H -1.037555 -1.917493 -2.177351 -0.08 0.03 0.09 0.05
O -2.254571 1.242047 -0.734853 -0.71 0.73 -1.40 -0.19
H -3.054469 0.761272 -0.985301 0.05 -0.17 0.51 0.05
H -2.561068 2.094247 -0.397990 0.11 -0.31 0.58 0.06
O 1.588646 1.461804 1.696538 0.51 0.18 -0.18 -0.12
H 2.385402 0.965978 1.910532 -0.15 -0.12 0.05 0.03
H 1.682026 2.299545 2.160373 -0.34 -0.07 0.09 0.05
O 2.007486 -1.169822 0.087706 0.94 -0.10 -0.40 -0.15
H 2.121572 -1.763756 -0.662156 -0.09 -0.03 0.08 0.04
H 2.417950 -1.624249 0.835776 -0.55 -0.01 0.19 0.05
O 0.788506 1.236002 -1.498622 0.48 0.47 -1.03 -0.16
H 1.629156 0.937897 -1.867702 0.02 0.02 0.20 0.04
H 0.425302 1.838494 -2.160580 -0.09 -0.04 0.13 0.05
```
Forces are in eV/Å.

***

No. 10
F3HN2 | wB97M-V/def2-TZVPD

Results
LUMO level, eV: 0.380
Kohn-Sham gap, hartree: 0.4434
SMILES string: F/N=N/F.F
ΔE to the lowest compared entry with this formula, charge and spin, kJ/mol: 36.0

```
6
Properties=species:S:1:pos:R:3:forces:R:3:lowdin_charge:R:1
N -0.989316 -0.362804 -0.696806 -3.34 -1.15 1.24 0.02
N -1.072336 0.615851 0.034087 3.40 0.11 -1.48 0.02
F 0.149977 -0.596425 -1.386736 0.29 1.75 0.67 -0.02
F 1.710008 -0.356458 0.850240 0.51 0.25 -0.10 -0.09
F -2.253019 0.611927 0.695060 -0.41 -0.70 -0.53 -0.02
H 2.454686 0.087909 0.504156 -0.45 -0.26 0.20 0.09
```
Forces are in eV/Å.

***

No. 11
F3HN2O2S | wB97M-V/def2-TZVPD

Results
LUMO level, eV: -1.701
Kohn-Sham gap, hartree: 0.3635
ΔE to the lowest compared entry with this formula, charge and spin, kJ/mol: 0.0

```
9
Properties=species:S:1:pos:R:3:forces:R:3:lowdin_charge:R:1
N 0.597520 -0.868051 0.203735 -0.41 0.17 -1.14 0.01
N 0.496328 -0.992517 1.504593 0.71 0.05 1.72 -0.09
O -0.234459 2.060406 -0.172259 -0.40 0.62 0.37 -0.46
O 0.553526 4.354159 -0.334418 -0.35 0.11 0.34 -0.41
F 1.956115 -0.936343 -0.132898 -0.46 0.16 0.23 -0.03
F 0.321146 0.278280 2.201802 -0.05 -0.51 -0.82 -0.07
F -0.704241 -1.596150 1.819189 -0.02 0.27 -0.47 0.01
S -0.365377 3.432289 0.261519 0.74 -0.75 -0.78 0.92
H 0.225386 -0.032642 -0.271325 0.26 -0.11 0.54 0.12
```
Forces are in eV/Å.

***

No. 12
F4H8O12P2V2 | wB97M-V/def2-TZVPD

Results
Expectation value of S²: 0.76
LUMO level (alpha / beta), eV: -0.534 / -0.532
Kohn-Sham gap (alpha / beta), hartree: 0.1313 / 0.1840
Charge: -1
2S+1: 2

```
28
Properties=species:S:1:pos:R:3:forces:R:3:lowdin_spin:R:1
O 20.437976 16.008148 -8.812865 0.44 0.70 0.46 -0.02
V 19.965760 17.009830 -7.616862 -0.65 -2.96 -1.14 1.00
O 19.419967 18.411964 -8.135071 0.07 1.60 0.23 -0.02
O 15.436315 13.263901 -3.397474 4.49 0.11 -0.78 0.00
V 17.027041 13.659001 -3.711419 -2.74 5.66 0.23 0.00
O 17.276494 15.025353 -2.902834 -1.31 -3.23 -0.97 0.00
O 17.942783 16.129933 -7.541333 -0.60 -0.04 0.80 0.01
P 16.723182 15.462477 -7.080035 1.56 -1.55 0.86 0.00
O 16.620868 14.709835 -5.749850 -0.32 0.41 -1.23 0.00
F 16.370629 14.370774 -8.271106 -0.55 1.96 1.94 0.00
F 15.519972 16.565093 -7.129675 0.83 -2.80 0.06 0.00
O 20.384495 15.460884 -6.014963 -0.02 -0.40 2.46 0.03
P 20.347839 14.508602 -4.857613 1.80 -0.45 -1.95 0.00
O 19.053767 14.009125 -4.305839 -0.22 -1.12 0.23 0.00
F 21.255929 14.988204 -3.563364 -1.39 -1.09 -2.46 0.00
F 21.118411 13.164129 -5.451464 -0.86 2.20 1.81 0.00
O 13.473143 14.658955 -8.539822 -0.37 0.17 -0.06 0.00
H 14.262188 14.869216 -8.040397 0.02 0.00 -0.05 0.00
H 13.419340 13.703654 -8.512580 0.01 -0.21 -0.02 0.00
O 15.769096 18.204116 -9.055555 0.04 0.49 -0.39 0.00
H 14.859630 18.169536 -9.352069 -0.23 -0.03 -0.12 0.00
H 15.752113 17.811179 -8.182892 0.22 0.34 -0.35 0.00
O 17.685373 12.088309 -9.138441 0.18 -0.35 -0.11 0.00
H 17.179654 11.316095 -8.885121 -0.08 -0.20 0.02 0.00
H 17.210465 12.823758 -8.751392 0.04 0.26 -0.01 0.00
O 14.499053 18.278608 -5.453622 -0.32 0.22 0.38 0.00
H 14.697616 17.577694 -6.074525 -0.14 0.08 0.26 0.00
H 14.804344 19.076030 -5.886207 0.11 0.23 -0.09 0.00
```
Forces are in eV/Å.

***

| no. | strongest force on any atom (eV/Å) |
| --- | --- |
| 1 | 2.6 |
| 2 | 7.8 |
| 3 | 2.3 |
| 4 | 7.3 |
| 5 | 8.3 |
| 6 | 18.5 |
| 7 | 2.6 |
| 8 | 7.3 |
| 9 | 6.2 |
| 10 | 3.7 |
| 11 | 1.9 |
| 12 | 6.3 |